{
  "formula": "C44H50ClN5OS6Ti",
  "method": "ωB97M-V/def2-TZVPD",
  "symbols": ["Ti", "C", "C", "S", "C", "C", "S", "C", "C", "S", "C", "C", "S", "H", "H", "H", "H", "H", "H", "H", "H", "H", "H", "H", "H", "H", "H", "H", "H", "S", "C", "C", "C", "C", "C", "C", "N", "C", "C", "C", "C", "C", "C", "C", "C", "N", "C", "C", "C", "C", "C", "S", "C", "H", "H", "H", "H", "H", "H", "H", "H", "H", "H", "H", "H", "C", "C", "C", "C", "C", "O", "C", "C", "C", "C", "C", "C", "Cl", "C", "C", "C", "N", "C", "N", "C", "N", "H", "H", "H", "H", "H", "H", "H", "H", "H", "H", "H", "H", "H", "H", "H", "H", "H", "H", "H", "H", "H", "H"],
  "xyz": [[0.65705, 0.22486, 0.39964], [-2.56947, -1.69840, -0.00745], [-1.61069, -2.89692, -0.03657], [0.11827, -2.32101, -0.14745], [1.27717, -3.27916, 0.85102], [2.64705, -2.92289, 0.26862], [2.88798, -1.13553, -0.17638], [3.18191, -1.18994, -2.00887], [2.41927, -0.12862, -2.79818], [0.74010, -0.23979, -2.13672], [-0.66467, 0.25340, -3.16807], [-1.84108, -0.46611, -2.50716], [-1.94308, -0.13297, -0.69394], [-2.84561, -1.42502, 1.01134], [-3.49792, -1.93812, -0.52768], [-1.74890, -3.50223, -0.93062], [-1.76252, -3.53416, 0.83432], [1.08210, -4.34379, 0.71576], [1.19794, -3.03571, 1.90906], [2.84269, -3.47921, -0.64592], [3.43720, -3.14405, 0.98481], [2.91394, -2.19127, -2.33897], [4.25596, -1.04549, -2.12429], [2.40284, -0.38763, -3.85799], [2.84604, 0.86551, -2.68183], [-0.48812, -0.13478, -4.17178], [-0.80797, 1.33008, -3.21530], [-1.76422, -1.54272, -2.65122], [-2.78259, -0.11242, -2.92764], [4.28493, 4.69173, -0.45568], [5.43404, 5.93326, -0.27388], [5.91456, 6.00573, 1.00169], [5.33706, 5.03760, 1.84873], [4.42558, 4.23504, 1.20061], [3.62965, 3.16481, 1.76325], [2.84434, 2.32527, 0.95157], [2.05054, 1.36405, 1.43342], [1.98297, 1.17749, 2.77809], [2.76930, 1.91704, 3.66657], [2.68322, 1.63670, 5.07571], [1.85535, 0.67878, 5.53658], [1.02562, -0.07676, 4.63334], [0.17305, -1.09107, 5.06568], [-0.62311, -1.79500, 4.16050], [-0.56483, -1.37838, 2.82695], [0.25093, -0.41458, 2.35605], [1.07196, 0.20656, 3.26262], [-1.48517, -2.88839, 4.57538], [-1.61687, -3.42151, 5.83312], [-2.52399, -4.50557, 5.88744], [-3.07143, -4.78981, 4.67459], [-2.49304, -3.73974, 3.45869], [3.59462, 2.90925, 3.13468], [5.70012, 6.54595, -1.12121], [6.65851, 6.72066, 1.31905], [5.60840, 4.94332, 2.89053], [2.88273, 2.43112, -0.12731], [3.29602, 2.21319, 5.75650], [1.78760, 0.46847, 6.59609], [0.12784, -1.32068, 6.12297], [-1.24171, -1.81909, 2.11756], [-1.09572, -3.06062, 6.70862], [-2.76469, -5.04944, 6.78849], [-3.79262, -5.55378, 4.42861], [4.20294, 3.49937, 3.80793], [0.73480, 6.80262, -0.33356], [0.24183, 7.25469, -1.71131], [1.29058, 8.20863, -2.30901], [-1.06371, 8.04212, -1.53889], [0.03797, 6.02559, -2.65094], [-0.61474, 6.41664, -3.84943], [1.34378, 5.25903, -2.96503], [1.26117, 4.44798, -4.26899], [2.56813, 3.80810, -4.64864], [2.81323, 2.47105, -4.37192], [4.02019, 1.86275, -4.68410], [5.01635, 2.61736, -5.28276], [6.52970, 1.88602, -5.66011], [4.79409, 3.95589, -5.58522], [3.57668, 4.53946, -5.27199], [-1.01938, 5.00499, -2.14875], [-0.58658, 3.97362, -1.17916], [0.09652, 2.86336, -1.36681], [0.06667, 2.12818, -0.23905], [-0.71014, 2.88954, 0.61171], [-1.10107, 4.00025, 0.07284], [0.96867, 7.67941, 0.27100], [1.64919, 6.20419, -0.40032], [-0.02575, 6.24034, 0.20996], [1.22385, 9.17252, -1.80575], [1.14277, 8.40732, -3.37388], [2.31091, 7.84957, -2.17280], [-0.88362, 8.87745, -0.86263], [-1.87002, 7.45483, -1.09614], [-1.42695, 8.45553, -2.47874], [-0.31444, 7.29254, -4.12102], [1.59753, 4.59828, -2.12871], [2.17973, 5.95307, -3.04430], [0.92325, 5.10895, -5.06269], [0.49570, 3.66117, -4.19766], [2.02095, 1.88284, -3.90924], [4.20061, 0.81521, -4.47818], [5.56878, 4.52788, -6.07747], [3.40746, 5.57779, -5.53300], [-1.38145, 4.49400, -3.03992], [-1.86255, 5.48841, -1.66637], [0.64005, 2.64819, -2.27266], [-0.94539, 2.61954, 1.63107]],
  "lowdin_charge": [0.8067, -0.4464, -0.4057, 0.8517, -0.4059, -0.3998, 0.9393, -0.3992, -0.4509, 0.8410, -0.3928, -0.4137, 0.9272, 0.0775, 0.1176, 0.1010, 0.0471, 0.1227, 0.0856, 0.0999, 0.1071, 0.0996, 0.1126, 0.1215, 0.0530, 0.1246, 0.0761, 0.0991, 0.1147, 1.0597, -0.3410, -0.1176, -0.0682, -0.4865, -0.1512, -0.0464, -0.0534, -0.1548, -0.0908, 0.0435, 0.0410, -0.0928, 0.1336, -0.1524, -0.0823, -0.0077, -0.1378, -0.4782, -0.0671, -0.1147, -0.3320, 1.0758, 0.1263, 0.0913, 0.1307, 0.1266, 0.1045, 0.1452, 0.1446, 0.1481, 0.0454, 0.1272, 0.1333, 0.0958, 0.1460, -0.0324, -0.5162, -0.0212, -0.0193, -0.4299, 0.0090, -0.1077, -0.1234, -0.2172, -0.0753, -0.1118, -0.6580, 0.7388, -0.0579, -0.0013, 0.0082, -0.0306, -0.1271, -0.0997, -0.1549, 0.1867, 0.1050, 0.0541, 0.0682, 0.1045, 0.0972, 0.0817, 0.1029, 0.0855, 0.0998, 0.1123, 0.0747, 0.1164, 0.1326, 0.1057, 0.0602, 0.0918, 0.1245, 0.1340, 0.1454, 0.1362, 0.1116, 0.1417],
  "charge": 4,
  "homo_lumo_gap_ha": 0.1285,
  "e_lumo_ev": -13.13
}


{
  "formula": "C31H70FN7O2",
  "method": "ωB97M-V/def2-TZVPD",
  "symbols": ["F", "C", "C", "N", "C", "C", "N", "C", "C", "H", "H", "H", "H", "H", "H", "H", "H", "H", "H", "H", "C", "C", "N", "C", "C", "N", "C", "C", "H", "H", "H", "H", "H", "H", "H", "H", "H", "H", "H", "C", "C", "C", "C", "N", "C", "C", "C", "C", "C", "H", "H", "H", "H", "H", "H", "H", "H", "H", "H", "H", "H", "H", "H", "H", "H", "H", "H", "H", "H", "C", "N", "C", "C", "C", "C", "O", "H", "H", "H", "H", "H", "H", "H", "H", "H", "H", "H", "H", "H", "H", "C", "N", "C", "C", "C", "C", "O", "H", "H", "H", "H", "H", "H", "H", "H", "H", "H", "H", "H", "H", "H"],
  "xyz": [[12.52315, 9.11957, -19.42178], [19.70569, 6.77790, -22.22057], [18.75335, 5.71828, -21.79226], [17.53200, 6.27591, -21.21119], [16.44097, 6.84875, -21.91420], [15.44364, 7.15944, -21.02296], [15.79727, 6.70665, -19.77972], [17.03703, 6.13298, -19.90453], [15.00138, 6.79698, -18.56423], [19.25576, 7.56704, -22.82300], [20.57765, 6.38158, -22.74088], [20.12202, 7.28495, -21.35014], [19.27521, 5.07611, -21.08276], [18.48979, 5.09906, -22.64971], [16.53327, 6.92081, -22.98783], [14.45692, 7.58149, -21.14400], [17.65739, 5.65169, -19.16297], [15.08968, 5.91172, -17.93446], [13.97531, 6.96250, -18.89266], [15.40448, 7.60019, -17.94740], [6.89104, 6.36422, -17.17536], [7.54968, 5.44262, -18.27043], [8.58320, 6.12774, -19.01265], [9.91708, 5.82667, -19.08339], [10.52873, 6.79757, -19.90323], [9.53380, 7.63792, -20.35819], [8.40944, 7.29897, -19.69613], [9.71117, 8.74497, -21.38464], [6.04977, 5.91697, -16.64589], [6.44523, 7.24402, -17.63940], [7.54237, 6.62640, -16.34162], [6.81584, 5.18204, -19.03311], [8.02186, 4.54644, -17.86792], [10.37009, 5.01526, -18.53312], [11.58435, 6.88018, -20.11592], [7.44614, 7.76260, -19.84941], [8.83656, 8.94514, -22.00358], [10.43802, 8.30073, -22.06466], [10.02508, 9.67729, -20.91521], [14.90017, 12.60013, -16.10595], [14.57403, 12.24547, -17.60292], [15.42680, 11.08354, -18.06495], [16.89818, 11.43141, -18.38852], [17.89965, 10.33647, -18.90330], [19.29252, 11.01891, -19.04379], [20.32546, 9.94928, -18.99142], [19.70232, 9.09696, -17.83934], [18.16061, 9.15700, -17.92423], [17.54312, 9.94668, -20.34134], [15.96187, 12.50799, -15.87702], [14.41077, 11.92900, -15.40013], [14.58463, 13.57821, -15.74277], [14.75678, 13.09228, -18.26444], [13.51695, 11.98241, -17.56471], [14.90621, 10.74054, -18.95905], [15.33052, 10.32577, -17.28739], [17.29207, 11.82639, -17.45208], [17.04964, 12.30367, -19.02440], [19.32995, 11.70062, -19.89347], [19.40183, 11.71991, -18.21629], [20.57185, 9.51025, -19.95820], [21.30465, 10.30418, -18.66997], [20.05502, 8.07818, -17.99995], [20.17423, 9.34535, -16.88871], [17.70610, 8.23301, -18.28170], [17.65718, 9.46131, -17.00661], [17.55539, 10.69777, -21.13115], [16.52025, 9.57682, -20.27024], [18.15846, 9.09918, -20.64334], [14.03110, 10.39763, -24.15131], [12.82176, 11.29358, -24.09034], [12.61568, 11.99862, -25.44581], [11.61047, 10.38788, -23.85043], [12.99195, 12.40370, -22.94146], [13.34652, 11.82067, -21.51452], [12.15070, 11.47845, -20.78513], [13.90573, 9.77466, -25.03693], [14.14996, 9.66977, -23.34868], [14.86468, 11.09681, -24.21754], [12.27536, 11.19454, -26.09830], [13.52132, 12.48421, -25.80928], [11.78505, 12.70441, -25.44333], [11.52697, 9.73577, -24.71985], [10.71408, 10.99068, -23.70482], [11.77453, 9.74608, -22.98483], [12.09075, 12.99286, -23.11123], [13.81424, 13.02281, -23.30013], [13.84965, 12.60106, -20.94358], [14.06998, 11.00541, -21.52115], [12.27809, 10.64520, -20.32572], [11.05199, 11.10299, -15.28471], [10.68522, 9.85737, -16.09491], [9.49775, 9.00684, -15.53265], [10.27059, 10.23427, -17.53716], [11.99553, 9.04244, -16.40327], [12.94978, 8.78895, -15.17348], [12.29079, 8.10819, -14.20902], [11.75074, 11.71893, -15.85080], [11.48514, 10.69963, -14.36941], [10.19093, 11.70126, -14.98680], [9.26900, 8.13543, -16.14618], [8.66712, 9.71178, -15.56730], [9.63267, 8.81937, -14.46740], [11.01462, 10.93307, -17.91953], [9.41688, 10.90999, -17.48556], [10.12854, 9.26543, -18.01601], [12.63861, 9.67672, -17.01338], [11.76957, 8.09726, -16.89689], [13.44475, 9.64870, -14.72187], [13.84306, 8.23985, -15.47120], [12.06570, 7.24603, -14.56626]],
  "lowdin_charge": [-0.5565, -0.0680, -0.1736, -0.0163, 0.0118, -0.0398, -0.0861, 0.0386, 0.0214, 0.0826, 0.1072, 0.0679, 0.1419, 0.1439, 0.1419, 0.1238, 0.1684, 0.1141, 0.0796, 0.0816, -0.0348, -0.1233, -0.0638, 0.0101, -0.0277, -0.0552, -0.0051, 0.0425, 0.0929, 0.0737, 0.0593, 0.1393, 0.1344, 0.1372, 0.1010, 0.1709, 0.1083, 0.0852, 0.0841, -0.0699, -0.2215, -0.2035, -0.0806, -0.1946, -0.1247, -0.1300, -0.1134, -0.0427, 0.0236, 0.0677, 0.0543, 0.0867, 0.1146, 0.0854, 0.0843, 0.1049, 0.1218, 0.1420, 0.1423, 0.1431, 0.1111, 0.1391, 0.1139, 0.1324, 0.0925, 0.1301, 0.1173, 0.0722, 0.0857, -0.0070, -0.3315, 0.0345, 0.0076, -0.0106, -0.1971, -0.0987, 0.1133, 0.0868, 0.1145, 0.1057, 0.1189, 0.1178, 0.1105, 0.1209, 0.0736, 0.1359, 0.1277, 0.1127, 0.0954, -0.0127, 0.0463, -0.2823, 0.0479, -0.0001, -0.0816, -0.2826, -0.0162, 0.0969, 0.1047, 0.1197, 0.0783, 0.1059, 0.1102, 0.0897, 0.1124, 0.0816, 0.0901, 0.1212, 0.1164, 0.1156, 0.1095],
  "charge": 4,
  "homo_lumo_gap_ha": 0.3534,
  "e_lumo_ev": -8.99
}


{
  "formula": "C3H7NO",
  "method": "ωB97M-V/def2-TZVPD",
  "symbols": ["C", "C", "C", "N", "O", "H", "H", "H", "H", "H", "H", "H"],
  "xyz": [[-1.03023, -0.97877, -0.35933], [0.46416, -0.68971, -0.16200], [0.76707, 0.78402, -0.25693], [0.39027, 1.49866, 0.84033], [1.29947, 1.31038, -1.21100], [-1.23705, -2.04396, -0.29360], [-1.63337, -0.51384, 0.41676], [-1.34336, -0.58476, -1.32790], [1.00261, -1.26335, -0.90172], [0.87340, -1.08754, 0.77881], [-0.02244, 1.06552, 1.64710], [0.46946, 2.50338, 0.82948]],
  "lowdin_charge": [-0.0940, -0.1820, -0.5728, 0.1541, 0.0514, 0.0694, 0.0630, 0.0834, 0.1067, 0.1145, 0.0973, 0.1089],
  "charge": 0,
  "homo_lumo_gap_ha": 0.3904,
  "e_lumo_ev": 0.90,
  "smiles": "CCC(N)=O"
}


{
  "formula": "C19H25N3O4",
  "method": "ωB97M-V/def2-TZVPD",
  "symbols": ["C", "C", "C", "C", "C", "N", "C", "O", "C", "C", "C", "C", "C", "O", "N", "C", "C", "C", "C", "C", "O", "C", "O", "N", "C", "C", "H", "H", "H", "H", "H", "H", "H", "H", "H", "H", "H", "H", "H", "H", "H", "H", "H", "H", "H", "H", "H", "H", "H", "H", "H"],
  "xyz": [[3.88960, -1.40194, -6.60708], [3.42753, -0.71019, -5.33006], [2.47811, -1.56535, -4.48893], [1.11620, -1.77018, -5.15037], [0.17400, -2.63646, -4.31056], [-0.21068, -2.00659, -3.06733], [-1.39114, -1.36001, -2.92583], [-2.24314, -1.32726, -3.78921], [-1.58021, -0.69196, -1.59697], [-2.27793, 0.51775, -1.56729], [-2.49539, 1.16360, -0.37144], [-2.03746, 0.60355, 0.82121], [-2.27885, 1.28190, 2.09954], [-2.85194, 2.34317, 2.20202], [-1.80394, 0.61716, 3.22653], [-2.05204, 1.24376, 4.51695], [-1.08974, 2.41333, 4.79578], [0.38487, 1.96421, 4.85944], [0.88504, 2.57531, 6.16933], [-0.40639, 2.63025, 6.98172], [-1.40517, 2.99317, 6.05070], [-1.14106, -0.59447, 3.22198], [-0.74565, -1.14232, 4.22601], [-0.94320, -1.16002, 1.98746], [-1.36222, -0.62045, 0.79536], [-1.12719, -1.26291, -0.41791], [3.05792, -1.57206, -7.28541], [4.62317, -0.78634, -7.12215], [4.34941, -2.36060, -6.37637], [2.93348, 0.23011, -5.58397], [4.30474, -0.46905, -4.72487], [2.94114, -2.53818, -4.30385], [2.33951, -1.07111, -3.52360], [0.64245, -0.80201, -5.32349], [1.24641, -2.25975, -6.11534], [0.64696, -3.59716, -4.08495], [-0.75159, -2.81212, -4.86309], [0.50411, -1.88691, -2.36850], [-2.64216, 0.92489, -2.49720], [-3.02471, 2.10240, -0.32113], [-3.07288, 1.63210, 4.51914], [-1.94009, 0.47955, 5.28734], [-1.25447, 3.18529, 4.03509], [0.44102, 0.87705, 4.91035], [0.95136, 2.30604, 3.99529], [1.26062, 3.58535, 6.00312], [1.65756, 1.97897, 6.64824], [-0.40392, 3.38317, 7.77045], [-0.62735, 1.64690, 7.42172], [-0.47046, -2.05407, 1.99200], [-0.62424, -2.21948, -0.41986]],
  "lowdin_charge": [-0.1134, -0.2696, -0.2319, -0.1876, -0.1796, 0.0658, -0.4551, 0.0818, -0.1188, -0.0029, 0.0196, -0.0582, -0.3560, 0.1070, 0.0859, -0.0615, -0.2987, -0.1157, -0.1475, -0.2001, -0.0936, -0.4697, 0.0822, 0.1764, -0.1662, 0.0400, 0.0629, 0.0686, 0.0735, 0.1070, 0.1030, 0.1132, 0.1020, 0.1229, 0.1073, 0.1231, 0.1197, 0.1268, 0.1208, 0.1250, 0.1379, 0.1343, 0.1464, 0.1008, 0.1155, 0.1129, 0.1108, 0.1218, 0.1236, 0.1663, 0.1211],
  "charge": 0,
  "homo_lumo_gap_ha": 0.3306,
  "e_lumo_ev": -0.13,
  "smiles": "CCCCCNC(=O)c1ccc2c(=O)n(C[C@@H]3CCCO3)c(=O)[nH]c2c1"
}